# 1
Computed, not measured: a structure of composition H4O2Tl in a non-equilibrium geometry, with ωB97M-V/def2-TZVPD.

CARTESIAN COORDINATES (ANGSTROEM)
Tl -0.5437 1.3434 0.7280
O 2.3061 0.3669 0.6090
H 2.8632 1.0185 1.1314
H 2.9706 -0.2564 0.1735
O -2.3368 -0.5019 -0.7256
H -2.5267 -0.6955 -1.6971
H -2.7328 -1.2750 -0.2191

Cartesian forces, eV/Å:
Tl 0.1 -0.2 -0.5
O 0.4 -0.4 1.3
H 0.0 -0.1 -0.4
H -0.3 0.4 -0.6
O -1.2 0.2 0.2
H 0.7 0.0 0.1
H 0.4 0.0 -0.1

E_HOMO   -27.33 eV
Total charge   +3
Orbital gap   3.747 eV

Atom-resolved charges from Löwdin, all expressed in e: Tl 1.775; O 0.219; H 0.188; H 0.212; O 0.203; H 0.207; H 0.195

***

# 2
Computed, not measured: a structure of composition C15H13FeN4O5S in a non-equilibrium geometry, with ωB97M-V/def2-TZVPD.

CARTESIAN COORDINATES (ANGSTROEM)
Fe 0.6928 -0.3673 0.0790
C -3.7027 -1.7130 -2.8239
C -4.3294 -1.1628 -1.5410
N -3.5893 -1.5206 -0.3554
C -2.4171 -0.9007 -0.0445
S -1.4903 -1.5907 1.2478
N -2.1087 0.2067 -0.6474
N -0.9429 0.7798 -0.2640
C -0.9694 2.0121 0.2328
C -2.2451 2.7977 0.2779
C 0.2384 2.4550 0.8257
C 0.5295 3.7826 1.2021
C 1.7446 4.0843 1.7579
C 2.6947 3.0612 1.9092
C 2.3360 1.7785 1.5605
N 1.1468 1.4523 1.0669
H -4.3356 -1.5049 -3.6842
H -3.5686 -2.7899 -2.7458
H -2.7311 -1.2497 -2.9754
H -5.3502 -1.5371 -1.4183
H -4.3551 -0.0709 -1.5850
H -3.6396 -2.4778 -0.0382
H -2.8844 2.4927 -0.5460
H -2.0538 3.8644 0.2153
H -2.7723 2.5914 1.2100
H -0.2100 4.5523 1.0473
H 1.9719 5.0874 2.0893
H 3.6746 3.2578 2.3118
H 3.0226 0.9536 1.6962
O 5.6721 -4.1552 0.2475
C 4.6416 -3.5148 0.1135
C 3.2477 -4.0795 0.0750
O 2.9391 -5.2541 0.2176
C 2.3399 -2.9192 -0.1017
C 3.1371 -1.7257 -0.1266
O 2.5157 -0.6062 -0.1793
C 4.5565 -2.0142 -0.0392
O 5.4980 -1.2310 -0.0770
O 1.0965 -2.8240 -0.1905

Cartesian forces, eV/Å:
Fe -0.8 -2.2 0.6
C -0.1 0.1 0.2
C 0.0 0.0 -0.3
N -0.1 0.0 -0.2
C 0.6 -0.5 1.2
S 0.4 0.4 -0.3
N -0.6 1.1 -1.0
N -0.5 1.9 1.2
C -2.1 -2.5 -1.7
C 0.3 -0.1 -0.1
C 2.8 0.2 1.1
C -0.9 -0.8 -0.4
C 1.1 -0.7 0.3
C -0.6 0.9 0.0
C 0.1 -0.5 0.1
N -0.5 1.7 -0.2
H 0.0 0.0 -0.1
H 0.0 -0.1 0.0
H 0.1 0.0 -0.1
H 0.0 0.1 0.0
H -0.1 -0.1 0.0
H 0.1 0.2 0.0
H 0.0 0.0 0.0
H 0.0 0.1 0.0
H -0.1 0.0 0.0
H -0.1 0.1 0.0
H 0.0 0.1 -0.1
H 0.1 0.0 0.1
H 0.0 0.0 -0.1
O -0.7 0.3 -0.1
C 1.0 -0.2 0.0
C -0.8 -0.8 0.2
O 0.3 0.6 -0.2
C 0.6 1.0 -0.2
C 0.3 -2.1 0.2
O 0.9 1.5 -0.3
C -0.5 0.4 -0.2
O 0.1 0.0 0.1
O -0.3 -0.1 0.1

E_HOMO (spin up / spin down)   -3.80 / -3.93 eV
Total charge   -1
Orbital gap (spin up / spin down)   5.186 / 5.100 eV
Multiplicity   5
Expectation value of S²   6.02

Results of the Löwdin charge analysis, in e, for atoms 1 through 8: Fe 0.803; C -0.093; C -0.273; N -0.052; C -0.867; S 0.575; N -0.026; N -0.090

***

# 3
Computed, not measured: a cluster of 7 separate species, C5H25NO6S in total in a non-equilibrium geometry, with ωB97M-V/def2-TZVPD.

CARTESIAN COORDINATES (ANGSTROEM)
C 1.5223 -0.7273 2.0804
N 1.9389 0.0845 0.9165
C 0.8880 0.9998 0.3825
C 0.0530 0.2953 -0.6779
C -1.0138 1.3159 -1.1542
C -0.8803 1.6571 -2.6159
S -0.1335 3.2310 -3.1532
H 0.8124 -0.3078 2.7765
H 0.9643 -1.6507 1.8330
H 2.4942 -1.1072 2.4041
H 2.2448 -0.6190 0.2549
H 0.3836 1.4525 1.2292
H 1.5333 1.8229 0.0328
H -0.3986 -0.5309 -0.1313
H 0.7123 -0.1283 -1.4330
H -1.9776 0.9931 -0.7481
H -0.9486 2.2657 -0.5999
H -1.9264 1.8493 -2.9479
H -0.6794 0.8255 -3.2952
H 1.0541 2.8629 -2.6128
O -1.5931 -2.6639 2.6952
H -1.5897 -1.7218 2.7846
H -1.2043 -2.9633 3.5185
O 1.9359 -2.2176 -1.4919
H 1.2638 -2.8999 -1.3737
H 2.3877 -2.4496 -2.3068
O -2.3342 -3.8512 0.3858
H -2.4854 -4.7840 0.5617
H -2.1347 -3.5268 1.2799
O -1.1938 -2.6999 -1.8069
H -1.5069 -2.7904 -2.6979
H -1.6065 -3.1970 -1.0793
O -1.5189 -0.8756 4.5837
H -2.2028 -0.3488 4.1982
H -0.8928 -0.1732 4.7807
O 2.8586 4.2684 1.5093
H 2.6360 4.5172 0.6124
H 2.8936 3.3147 1.6123

Cartesian forces, eV/Å:
C 0.5 -1.5 -1.5
N -1.1 0.2 1.5
C 2.9 -0.9 -0.3
C -0.4 1.6 1.5
C 1.0 -0.1 0.9
C -3.5 0.3 -1.5
S 0.9 -1.1 0.9
H 0.6 1.0 0.6
H 0.1 0.1 -0.5
H -0.4 0.2 1.3
H -0.1 0.4 -0.6
H -0.6 -0.3 0.1
H -0.8 0.1 -0.7
H -0.2 -0.3 -0.4
H -0.3 0.2 -0.2
H -0.3 -0.4 -1.1
H 0.6 -0.1 -0.1
H 0.3 0.1 0.1
H 0.8 0.0 0.4
H 0.0 0.6 -0.3
O -0.1 -1.1 -0.4
H 0.1 0.7 0.1
H 0.0 0.0 0.1
O 0.2 -0.1 0.1
H -0.3 0.2 -0.1
H 0.0 0.0 0.0
O -0.2 -0.5 0.2
H -0.1 -0.2 -0.4
H 0.2 0.6 0.0
O 1.4 0.8 0.6
H -0.7 -0.6 0.0
H -0.6 -0.2 -0.6
O 0.7 0.4 0.4
H -1.3 0.3 -0.3
H 0.5 -0.2 0.3
O 0.1 0.5 0.7
H -0.1 -0.5 -0.2
H -0.1 -0.1 -0.5

E_HOMO   -8.18 eV
Orbital gap   8.290 eV
SMILES string   CNCCCCS.O.O.O.O.O.O

Results of the Löwdin charge analysis, in e, for atoms 1 through 8: C -0.138; N -0.123; C -0.251; C -0.192; C -0.263; C -0.604; S 0.686; H 0.050

***

# 4
Computed, not measured: a structure of composition C45H41FeNO4P3 in a non-equilibrium geometry, with ωB97M-V/def2-TZVPD.

CARTESIAN COORDINATES (ANGSTROEM)
Fe -1.1740 -0.5434 0.6906
O -3.1265 -2.3173 -0.5981
N -2.2836 -2.3642 0.4842
C -2.6071 -3.3274 1.2528
C -1.9436 -3.6665 2.5131
C -2.5912 -4.5700 3.3444
C -2.0519 -4.9060 4.5794
C -0.8647 -4.3281 4.9944
C -0.2088 -3.4209 4.1698
C -0.7328 -3.1079 2.9208
P 0.1891 -2.0496 1.8143
C 1.1574 -0.9562 2.8656
C 0.4863 -0.1393 3.7801
C 1.1975 0.7574 4.5584
C 2.5810 0.8380 4.4355
C 3.2510 0.0217 3.5388
C 2.5418 -0.8660 2.7392
C 1.3486 -3.0609 0.8881
C 2.1155 -3.9899 1.5956
C 3.0940 -4.7118 0.9332
C 3.3010 -4.5231 -0.4284
C 2.5292 -3.6126 -1.1333
C 1.5479 -2.8810 -0.4787
H -2.8297 -1.5455 -1.1286
H -3.4651 -3.9228 0.9573
H -3.5329 -5.0032 3.0300
H -2.5666 -5.6117 5.2171
H -0.4410 -4.5814 5.9568
H 0.7083 -2.9552 4.5068
H -0.5876 -0.2165 3.8825
H 0.6765 1.3897 5.2655
H 3.1363 1.5370 5.0473
H 4.3299 0.0656 3.4647
H 3.0676 -1.4930 2.0299
H 1.9553 -4.1499 2.6549
H 3.6979 -5.4220 1.4823
H 4.0633 -5.0970 -0.9395
H 2.6909 -3.4677 -2.1941
H 0.9451 -2.1730 -1.0209
O 0.4971 -0.1390 -0.2394
P 1.0682 0.8055 -1.2883
C -0.0391 0.8777 -2.7190
P -1.7697 0.9712 -2.1926
O -1.9965 -0.1974 -1.2325
C -2.0523 2.5425 -1.4211
C -1.4714 3.7159 -1.9077
C -1.7625 4.9275 -1.3067
C -2.6438 4.9742 -0.2319
C -3.2453 3.8145 0.2356
C -2.9538 2.5944 -0.3576
C -2.7749 0.8275 -3.6422
C -3.6605 1.8403 -4.0092
C -4.4492 1.6814 -5.1400
C -4.3520 0.5240 -5.8970
C -3.4712 -0.4898 -5.5320
C -2.6833 -0.3434 -4.4056
C 2.6441 0.2101 -1.8483
C 2.9963 0.1263 -3.1941
C 4.2589 -0.3326 -3.5464
C 5.1629 -0.6989 -2.5601
C 4.8160 -0.6086 -1.2157
C 3.5602 -0.1548 -0.8566
C 1.2703 2.4414 -0.6235
C 1.9204 3.4222 -1.3748
C 2.1086 4.6847 -0.8404
C 1.6559 4.9653 0.4448
C 1.0123 3.9901 1.1938
C 0.8196 2.7210 0.6652
H 0.0619 -0.0678 -3.2598
H 0.2138 1.6994 -3.3918
H -0.7944 3.6931 -2.7534
H -1.3157 5.8377 -1.6841
H -2.8695 5.9237 0.2362
H -3.9583 3.8624 1.0484
H -3.4238 1.6863 -0.0032
H -3.7388 2.7417 -3.4153
H -5.1407 2.4613 -5.4285
H -4.9689 0.4055 -6.7780
H -3.4038 -1.3906 -6.1268
H -2.0118 -1.1424 -4.1094
H 2.3001 0.4130 -3.9729
H 4.5372 -0.3978 -4.5897
H 6.1460 -1.0550 -2.8393
H 5.5318 -0.8836 -0.4522
H 3.2794 -0.0827 0.1885
H 2.2887 3.1964 -2.3711
H 2.6146 5.4476 -1.4171
H 1.8173 5.9486 0.8677
H 0.6677 4.2162 2.1947
H 0.3229 1.9543 1.2481
C -2.4678 1.2662 2.8760
O -1.8825 0.4952 1.8580
H -2.0172 2.2606 2.8789
H -2.3173 0.8188 3.8613
H -3.5404 1.3702 2.7067

Cartesian forces, eV/Å:
Fe 0.2 -2.5 -0.3
O -0.1 -0.4 -0.1
N -0.2 0.8 -0.5
C 0.4 0.0 0.4
C -0.2 0.0 -0.2
C -0.1 -0.1 0.1
C 0.0 0.0 -0.1
C 0.0 0.0 0.0
C -0.1 -0.1 0.0
C 0.1 0.1 0.2
P -0.1 1.4 0.2
C 0.3 0.0 0.0
C 0.1 -0.1 0.0
C 0.0 0.0 0.0
C 0.0 0.0 0.0
C 0.0 0.0 -0.1
C -0.1 0.0 0.1
C -0.2 0.0 -0.2
C 0.0 0.0 -0.1
C 0.0 0.0 0.0
C 0.0 0.0 0.0
C -0.1 0.0 0.0
C 0.1 -0.2 0.0
H 0.0 0.0 0.1
H 0.0 0.0 -0.1
H 0.0 0.0 0.0
H 0.0 0.0 0.0
H 0.0 0.0 0.0
H 0.0 0.0 0.0
H 0.1 0.0 0.0
H 0.0 0.0 0.0
H 0.0 0.0 0.0
H 0.0 0.0 0.0
H 0.0 0.0 0.1
H 0.0 0.0 0.0
H 0.0 0.0 0.0
H 0.0 0.0 0.0
H 0.0 0.0 0.0
H 0.0 0.0 0.0
O 0.3 0.2 0.0
P 0.0 -0.1 0.1
C 0.0 0.0 0.0
P -0.1 -0.2 0.0
O -0.1 0.6 0.0
C -0.1 0.1 0.1
C 0.0 0.0 0.0
C 0.0 0.0 0.0
C 0.0 0.0 0.0
C 0.0 0.0 0.0
C 0.0 0.1 0.0
C -0.1 -0.1 -0.2
C 0.0 -0.1 0.0
C 0.0 0.0 0.0
C 0.0 0.0 0.0
C 0.0 0.0 0.0
C 0.0 0.1 0.0
C 0.2 -0.1 0.0
C 0.0 0.0 0.0
C 0.0 0.0 0.0
C 0.0 0.0 0.0
C 0.0 0.0 0.0
C 0.0 0.1 -0.1
C 0.1 0.1 0.2
C 0.0 -0.1 0.0
C 0.0 0.0 0.0
C 0.0 0.0 0.0
C 0.0 0.0 0.0
C 0.0 0.1 -0.1
H 0.0 0.0 -0.1
H 0.0 0.0 0.0
H 0.0 0.0 0.0
H 0.0 0.0 0.0
H 0.0 0.0 0.0
H 0.0 0.0 0.0
H 0.0 0.0 0.0
H 0.0 0.0 0.0
H 0.0 0.0 0.0
H 0.0 0.0 0.0
H 0.0 0.0 0.0
H 0.0 0.0 0.0
H 0.0 0.0 0.0
H 0.0 0.0 0.0
H 0.0 0.0 0.0
H 0.0 0.0 0.0
H 0.0 0.0 0.0
H 0.0 0.0 0.0
H 0.0 0.0 0.0
H 0.0 0.0 0.0
H 0.0 0.0 0.0
H 0.0 0.0 0.0
C -0.1 -0.4 0.3
O -0.3 1.0 0.2
H 0.1 0.0 -0.1
H -0.1 0.0 0.0
H 0.0 0.0 -0.1

E_HOMO (spin up / spin down)   -13.99 / -13.91 eV
Total charge   +2
Orbital gap (spin up / spin down)   7.653 / 8.727 eV
Multiplicity   2
Expectation value of S²   1.01

Results of the Löwdin charge analysis, in e, for atoms 1 through 8: Fe 0.633; O -0.012; N -0.064; C -0.027; C -0.190; C -0.003; C -0.028; C -0.031